{"formula": "H12NaO6", "method": "ωB97M-V with the def2-TZVPD basis set", "symbols": ["Na", "O", "H", "H", "O", "H", "H", "O", "H", "H", "O", "H", "H", "O", "H", "H", "O", "H", "H"], "positions_angstrom": [[0.3191, 0.0763, -0.0324], [-0.1955, -2.0513, 0.7637], [-0.0967, -2.9151, 0.3777], [-1.0897, -2.0299, 1.0595], [1.4891, 0.3765, 1.8994], [1.4342, -0.4161, 2.4288], [1.0215, 0.9987, 2.4560], [-1.3948, 0.9821, 1.8360], [-1.1604, 0.7808, 2.7253], [-1.7879, 1.8274, 1.8466], [1.3302, -1.2094, -1.8068], [0.5760, -1.0445, -2.3564], [2.0048, -1.5221, -2.4099], [1.2600, 1.8307, -1.2800], [0.8414, 2.6309, -0.9618], [1.0063, 1.9094, -2.1888], [-1.7464, 0.0424, -1.0867], [-1.7383, 0.5199, -1.9176], [-2.0729, -0.7868, -1.3525]], "nbo_charge": [0.920, -0.962, 0.494, 0.482, -0.946, 0.486, 0.475, -0.951, 0.475, 0.487, -0.955, 0.467, 0.498, -0.937, 0.477, 0.476, -0.947, 0.480, 0.482], "e_above_lowest_kj_mol": 52.5, "lumo_energy_ev": -3.38, "homo_lumo_gap_ev": 12.0, "charge": 1, "energy_ha": -620.79838}

=====

{"formula": "C5H6O", "method": "ωB97M-V with the def2-TZVPD basis set", "symbols": ["C", "C", "C", "C", "C", "O", "H", "H", "H", "H", "H", "H"], "positions_angstrom": [[0.7570, -0.6404, 0.2187], [1.4229, 0.7087, -0.0672], [0.0850, 1.4327, -0.0493], [-0.5923, 0.1491, -0.2529], [-2.0070, -0.1266, 0.1579], [-2.4067, -1.2538, 0.3341], [0.6652, -0.9377, 1.2541], [-0.3724, -0.4278, -1.1425], [1.0824, -1.5092, -0.3791], [1.9135, 0.7948, -1.0463], [2.1276, 1.0543, 0.6910], [-2.6750, 0.7559, 0.2813]], "nbo_charge": [-0.347, -0.571, 0.161, -0.557, 0.443, -0.520, 0.226, 0.324, 0.214, 0.250, 0.244, 0.132], "e_above_lowest_kj_mol": 479.8, "lumo_energy_ev": -0.38, "homo_lumo_gap_ev": 8.5, "energy_ha": -269.16350}

=====

{"formula": "C8H3F3NO7SV", "method": "ωB97M-V with the def2-TZVPD basis set", "symbols": ["V", "O", "C", "O", "C", "C", "C", "C", "C", "N", "C", "O", "O", "H", "H", "H", "F", "C", "F", "F", "S", "O", "O", "O"], "positions_angstrom": [[-0.4501, -0.0068, 0.4632], [0.6897, 3.4131, -1.1005], [0.4571, 2.2399, -0.8607], [-0.2187, 1.7422, 0.1171], [0.9599, 1.0866, -1.6988], [1.7087, 1.0844, -2.8667], [2.0725, -0.1366, -3.4281], [1.6923, -1.3165, -2.7951], [0.9542, -1.2367, -1.6238], [0.5834, -0.0561, -1.0973], [0.4305, -2.3263, -0.7287], [0.6549, -3.5149, -0.8927], [-0.2651, -1.7682, 0.2027], [1.9888, 2.0258, -3.3127], [2.6541, -0.1655, -4.3375], [1.9475, -2.2870, -3.1856], [-2.6517, -1.4935, 3.7378], [-2.4329, -0.2115, 4.0471], [-3.6297, 0.3444, 4.2810], [-1.7657, -0.1938, 5.2085], [-1.4637, 0.6185, 2.6523], [-2.2651, 0.2482, 1.4962], [-1.4499, 2.0002, 3.0019], [-0.2015, -0.0895, 2.7212]], "mulliken_spin": [2.217, 0.056, -0.007, 0.005, 0.273, -0.096, 0.193, -0.097, 0.268, 0.043, 0.009, 0.048, 0.031, -0.005, 0.022, -0.005, -0.001, 0.006, 0.000, 0.000, 0.037, 0.001, -0.002, 0.004], "multiplicity": 4, "lumo_energy_ev": [2.93, 2.77], "homo_lumo_gap_ev": [6.3, 9.7], "charge": -1, "energy_ha": -2530.06793}

=====

{"formula": "C6H10BBrF9OS", "method": "ωB97M-V with the def2-TZVPD basis set", "symbols": ["O", "B", "C", "C", "C", "C", "C", "F", "F", "C", "F", "F", "S", "F", "F", "F", "F", "F", "H", "H", "H", "H", "H", "H", "H", "H", "H", "H", "Br"], "positions_angstrom": [[-2.4677, -4.5660, 1.4657], [-1.4606, -3.6140, 1.4084], [-0.9748, -2.9629, 0.0753], [-1.2847, -1.4435, 0.1687], [-0.7039, -0.6831, -1.0579], [-0.2691, 0.7404, -0.6586], [1.2284, 0.8990, -0.7588], [1.5866, 0.5967, -2.0406], [1.9104, 0.0056, 0.0101], [1.7926, 2.3357, -0.5777], [3.1298, 2.3229, -0.7138], [1.3005, 3.0928, -1.5729], [1.3692, 3.2273, 1.0344], [2.8507, 3.0329, 1.6024], [1.8680, 4.5967, 0.3843], [-0.0987, 3.4906, 0.5435], [0.9646, 1.8986, 1.7841], [1.0185, 4.0374, 2.3524], [-2.1023, -5.3679, 1.8473], [-0.9397, -3.2304, 2.4266], [-1.4533, -3.3988, -0.7982], [0.1114, -3.0717, 0.0261], [-0.8718, -1.0786, 1.1095], [-2.3695, -1.3425, 0.1172], [0.1226, -1.2883, -1.4148], [-1.4620, -0.6146, -1.8890], [-0.6063, 0.8914, 0.3625], [-0.7872, 1.4409, -1.3096], [-1.4015, 0.0535, -3.9268]], "nbo_charge": [-0.918, 0.865, -0.794, -0.380, -0.442, -0.492, 0.643, -0.315, -0.336, 0.470, -0.302, -0.296, 2.359, -0.467, -0.467, -0.450, -0.459, -0.455, 0.492, -0.147, 0.228, 0.228, 0.182, 0.197, 0.205, 0.294, 0.213, 0.270, -0.928], "lumo_energy_ev": 2.36, "homo_lumo_gap_ev": 6.1, "charge": -1, "energy_ha": -4205.76357}

=====

{"formula": "H8LiO4", "method": "ωB97M-V with the def2-TZVPD basis set", "symbols": ["Li", "O", "H", "H", "O", "H", "H", "O", "H", "H", "O", "H", "H"], "positions_angstrom": [[15.0980, 6.3010, 33.1780], [15.8210, 7.2600, 34.8540], [16.2750, 6.8060, 35.6020], [15.5440, 8.1010, 35.2940], [14.2710, 7.2160, 31.6700], [14.6770, 6.9830, 30.7450], [13.4370, 7.3460, 31.6940], [13.6370, 4.8160, 33.6270], [13.6580, 3.8780, 34.2270], [12.9210, 5.2310, 34.0120], [16.5690, 4.9330, 32.3660], [16.3260, 4.2420, 31.7670], [17.5310, 5.1200, 32.3730]], "nbo_charge": [0.917, -0.991, 0.504, 0.508, -0.978, 0.526, 0.477, -0.977, 0.516, 0.478, -0.997, 0.504, 0.511], "e_above_lowest_kj_mol": 131.6, "lumo_energy_ev": -3.43, "homo_lumo_gap_ev": 12.8, "charge": 1, "energy_ha": -313.12151}

=====

{"formula": "C9H19F4NO3PSi", "method": "ωB97M-V with the def2-TZVPD basis set", "symbols": ["C", "C", "O", "O", "C", "C", "C", "C", "Si", "C", "C", "C", "F", "F", "F", "P", "N", "O", "H", "H", "H", "H", "H", "H", "H", "H", "H", "H", "H", "H", "H", "H", "H", "H", "H", "H", "H", "F"], "positions_angstrom": [[-2.1546, 0.4924, 5.1565], [-2.2189, -0.2199, 3.8216], [-2.9946, -1.1364, 3.5989], [-1.3375, 0.2413, 2.8848], [-1.8885, 1.3892, 2.1916], [-0.7685, 2.3010, 1.7851], [0.2695, 1.6740, 0.8520], [-0.3536, 0.8522, -0.2700], [0.8669, 0.3201, -1.6193], [2.2016, -0.8588, -0.9797], [2.8181, -1.7309, -2.0919], [2.7042, -3.1914, -1.7495], [3.3011, -3.9719, -2.6876], [1.4131, -3.6005, -1.6879], [3.2609, -3.5144, -0.5504], [-0.3754, -0.8986, -3.0715], [-1.9131, -0.0854, -2.9901], [0.3343, -0.6545, -4.5237], [-1.4128, 1.2769, 5.1255], [-1.8664, -0.2190, 5.9169], [-3.1347, 0.8974, 5.3585], [-2.5919, 1.9050, 2.8440], [-2.4636, 1.0073, 1.3553], [-1.2054, 3.1996, 1.3566], [-0.2832, 2.6185, 2.7070], [0.8615, 2.4919, 0.4549], [0.9256, 1.0295, 1.4281], [-0.8806, -0.0254, 0.0956], [-1.1089, 1.4586, -0.7676], [1.5093, 1.4904, -2.2541], [2.9978, -0.2581, -0.5573], [1.7678, -1.4713, -0.1969], [3.8643, -1.5062, -2.2338], [2.3402, -1.5965, -3.0579], [-2.6621, -0.7374, -3.1445], [-1.9997, 0.7020, -3.6219], [-0.2945, -0.2488, -5.1219], [2.4724, 0.5779, -3.7557]], "nbo_charge": [-0.738, 0.818, -0.557, -0.554, -0.065, -0.410, -0.396, -0.880, 1.051, -0.855, -0.484, 0.977, -0.347, -0.341, -0.354, 0.787, -1.160, -0.954, 0.223, 0.242, 0.234, 0.164, 0.198, 0.202, 0.195, 0.208, 0.202, 0.222, 0.220, -0.100, 0.233, 0.222, 0.234, 0.280, 0.371, 0.357, 0.472, -0.917], "lumo_energy_ev": 2.57, "homo_lumo_gap_ev": 6.5, "charge": -1, "energy_ha": -1665.19093}

=====

{"formula": "CHO2S2", "method": "ωB97M-V with the def2-TZVPD basis set", "symbols": ["O", "S", "C", "O", "S", "H"], "positions_angstrom": [[-1.1304, -1.6244, 0.0289], [0.3939, -1.3387, -0.0234], [0.6656, 0.3568, -0.0954], [-0.7585, 1.1786, 0.0376], [2.0633, 1.2026, 0.0023], [-1.2339, 0.2251, 0.0500]], "nbo_charge": [-1.035, 0.736, -0.186, -0.780, -0.224, 0.489], "e_above_lowest_kj_mol": 176.0, "lumo_energy_ev": 3.64, "homo_lumo_gap_ev": 7.0, "charge": -1, "energy_ha": -985.57055, "smiles": "[O-]SC(O)=S"}

=====

{"formula": "C32H27Cl3F5N4O2STi", "method": "ωB97M-V with the def2-TZVPD basis set", "symbols": ["Ti", "C", "N", "C", "C", "C", "C", "C", "C", "N", "C", "C", "C", "C", "C", "C", "N", "C", "C", "C", "C", "C", "N", "H", "H", "H", "H", "H", "H", "H", "H", "H", "H", "H", "H", "H", "H", "H", "H", "H", "H", "F", "C", "C", "F", "C", "F", "C", "S", "C", "F", "C", "F", "C", "C", "C", "C", "C", "C", "H", "H", "H", "H", "H", "H", "H", "H", "H", "Cl", "C", "Cl", "Cl", "C", "O", "O"], "positions_angstrom": [[-0.0782, 0.4065, 0.3793], [1.6913, -1.5819, 2.1521], [1.4892, -1.5100, 0.7018], [2.7537, -1.3025, -0.0282], [2.7872, -0.1046, -0.9435], [3.9960, 0.3064, -1.4905], [3.9802, 1.2742, -2.4764], [2.7637, 1.8032, -2.8708], [1.6181, 1.3878, -2.2200], [1.6300, 0.4518, -1.2703], [0.8604, -2.7566, 0.2323], [-0.5948, -2.8478, 0.5731], [-1.1929, -4.0610, 0.8768], [-2.5706, -4.1151, 1.0010], [-3.3001, -2.9541, 0.8234], [-2.6203, -1.7758, 0.5579], [-1.2943, -1.7194, 0.4381], [1.7349, -0.2336, 2.8142], [2.4875, -0.0073, 3.9545], [2.3499, 1.2088, 4.6129], [1.4579, 2.1436, 4.1128], [0.7604, 1.8455, 2.9533], [0.9172, 0.6900, 2.2949], [2.5785, -2.1710, 2.4140], [0.8283, -2.1006, 2.5795], [2.9186, -2.1610, -0.6859], [3.6018, -1.2797, 0.6600], [4.9255, -0.1398, -1.1574], [4.9032, 1.6076, -2.9351], [2.7022, 2.5519, -3.6490], [0.6554, 1.8272, -2.4349], [1.4040, -3.6384, 0.5976], [0.8830, -2.7489, -0.8604], [-0.5836, -4.9478, 0.9958], [-3.0660, -5.0513, 1.2274], [-4.3787, -2.9470, 0.8999], [-3.1430, -0.8345, 0.4506], [3.1568, -0.7775, 4.3177], [2.9257, 1.4174, 5.5068], [1.2935, 3.0938, 4.6019], [0.0911, 2.5540, 2.4961], [-4.7014, 0.7564, -5.0716], [-3.6083, 0.1180, -4.6204], [-3.0280, 0.4687, -3.4209], [-3.5571, 1.4613, -2.6947], [-1.9026, -0.2023, -2.9703], [-1.4225, 0.2239, -1.7746], [-1.2922, -1.2537, -3.6681], [0.1029, -2.1146, -3.1330], [-1.9247, -1.5673, -4.8840], [-1.4409, -2.5535, -5.6504], [-3.0429, -0.9098, -5.3502], [-3.5985, -1.2614, -6.5232], [0.0935, 5.9645, 1.1108], [0.5043, 5.2710, -0.1960], [1.9558, 5.6391, -0.5330], [-0.4171, 5.7470, -1.3280], [0.3770, 3.8113, -0.0403], [0.2110, 2.6056, 0.0865], [0.1732, 7.0525, 1.0135], [0.7371, 5.6402, 1.9314], [-0.9364, 5.7086, 1.3663], [2.0595, 6.7217, -0.6607], [2.2687, 5.1455, -1.4555], [2.6255, 5.3139, 0.2655], [-0.3455, 6.8328, -1.4525], [-1.4525, 5.4861, -1.1057], [-0.1430, 5.2679, -2.2699], [-5.0702, 1.0417, 1.6237], [-3.7849, 2.2692, 1.8839], [-4.2924, 3.3397, 3.1962], [-3.5680, 3.2036, 0.4078], [-2.4583, 1.4761, 2.2638], [-2.1364, 1.4782, 3.4355], [-1.9550, 0.8818, 1.2714]], "mulliken_spin": [1.761, 0.003, -0.011, -0.011, 0.045, 0.007, 0.011, -0.010, 0.019, -0.042, -0.002, 0.063, 0.001, 0.008, 0.001, 0.032, -0.011, 0.103, -0.019, 0.055, -0.036, 0.066, -0.091, -0.005, -0.005, 0.000, -0.002, 0.000, 0.001, 0.000, 0.007, -0.005, -0.026, 0.000, 0.001, 0.000, 0.002, -0.001, 0.008, -0.002, 0.022, 0.000, 0.000, -0.001, 0.000, 0.024, 0.016, -0.012, 0.004, 0.000, 0.000, 0.001, 0.000, 0.004, 0.005, 0.001, 0.002, -0.043, 0.069, 0.000, 0.000, 0.000, 0.000, 0.000, -0.001, 0.000, -0.001, 0.000, 0.000, 0.000, 0.000, 0.000, -0.002, 0.000, -0.004], "e_above_lowest_kj_mol": 32.3, "multiplicity": 3, "lumo_energy_ev": [2.14, 2.14], "homo_lumo_gap_ev": [5.4, 6.3], "charge": -1, "energy_ha": -4732.76435}